No. 1
Formula: C50H126BeN8O16
Source: the OMol25 dataset
Level of theory: ωB97M-V with the def2-TZVPD basis set

Values from the calculation:
Gap between HOMO and LUMO ... 0.249 Ha
HOMO level ... -0.254 Eh

```
! wB97M-V def2-TZVPD RIJCOSX def2/J DEFGRID3
* xyz 0 1
Be -2.2533 2.5248 -2.7514
C -0.9443 -1.2615 -3.9467
C -2.4227 -1.0139 -4.0007
C -3.2156 -1.6964 -2.8727
O -2.6479 0.3391 -4.1850
H -0.3311 -0.7324 -4.6762
H -0.7298 -2.3289 -3.9994
H -0.5901 -1.0532 -2.9371
H -2.9032 -1.4301 -4.8862
H -3.1062 -2.7806 -2.8996
H -4.2587 -1.5175 -3.1334
H -2.9752 -1.2746 -1.8968
C -0.1266 -0.5784 0.0417
C -0.6930 0.7614 0.4094
C 0.4616 1.5971 0.8634
O -1.3687 1.4094 -0.6325
H 0.3907 -1.0263 0.8901
H 0.5129 -0.6233 -0.8399
H -0.9609 -1.2507 -0.1582
H -1.3304 0.5497 1.2679
H 1.2565 1.6807 0.1222
H 1.0195 1.1578 1.6904
H 0.1997 2.6276 1.1032
C -1.6277 -3.6365 3.9093
O -2.6203 -2.9953 3.1195
C -2.6799 -1.5969 3.5277
C -3.6919 -0.7499 2.7147
N -5.0363 -1.2627 3.0770
C -6.1303 -0.6913 2.2913
C -7.5449 -1.4055 2.5108
O -7.5516 -2.8168 2.3237
C -8.7421 -3.3881 2.6290
H -1.6211 -4.5994 3.3987
H -1.9688 -3.7324 4.9401
H -0.6195 -3.2226 3.8890
H -1.7308 -1.1320 3.2610
H -2.8166 -1.5078 4.6054
H -3.4605 -0.8167 1.6517
H -3.6537 0.2830 3.0610
H -5.1574 -2.2610 2.9836
H -5.9368 -0.7173 1.2190
H -6.2332 0.3318 2.6531
H -8.2090 -0.9239 1.7930
H -7.8581 -1.1248 3.5164
H -9.5082 -3.1089 1.9057
H -8.9694 -3.1336 3.6642
H -8.7179 -4.4687 2.4883
C 5.0729 1.3252 8.8148
O 4.1878 1.4196 7.7538
C 4.7709 1.8995 6.5938
C 3.7775 2.2563 5.5300
N 3.2914 3.6172 5.7712
C 2.6814 4.2518 4.6271
C 1.5941 3.4654 3.8233
O 0.5808 3.0255 4.7231
C -0.3786 2.1328 4.1089
H 4.5609 0.6315 9.4817
H 4.8924 2.2666 9.3337
H 6.0874 0.9691 8.6357
H 5.4529 1.1562 6.1809
H 5.3586 2.8009 6.7678
H 2.9526 1.5587 5.6750
H 4.1543 2.1666 4.5111
H 2.4590 3.4781 6.3260
H 3.4899 4.5141 3.9447
H 2.1432 5.1039 5.0424
H 2.0481 2.6039 3.3336
H 1.1833 4.0138 2.9756
H 0.1374 1.2372 3.7629
H -0.9074 2.7255 3.3624
H -1.0346 1.8540 4.9335
C 2.3786 -4.3550 -6.6250
O 3.5155 -4.6396 -7.4644
C 4.2983 -5.7410 -7.0251
C 4.6363 -5.6970 -5.4698
N 5.2671 -4.4736 -5.0288
C 5.3141 -4.4197 -3.5780
C 4.0084 -3.9873 -2.8803
O 4.0882 -2.5674 -2.6800
C 3.0427 -2.0386 -1.8699
H 1.8421 -3.5586 -7.1409
H 2.6796 -3.9879 -5.6438
H 1.7275 -5.2268 -6.5610
H 5.2704 -5.6824 -7.5147
H 3.7722 -6.6781 -7.2072
H 5.2595 -6.5446 -5.1846
H 3.6903 -5.8279 -4.9443
H 4.8589 -3.6020 -5.3351
H 6.1629 -3.7749 -3.3500
H 5.6437 -5.4197 -3.2961
H 3.8979 -4.5205 -1.9361
H 3.1344 -4.0906 -3.5233
H 2.0152 -2.2710 -2.1497
H 3.1951 -0.9601 -1.9123
H 3.3302 -2.2212 -0.8345
C 1.2261 1.8402 -2.8886
O 0.0931 2.4454 -3.6056
C 0.5362 3.3329 -4.6208
C -0.6125 4.1828 -5.1106
N -1.9212 3.5451 -5.1725
C -3.0726 4.4732 -5.4980
C -3.5732 5.3784 -4.3771
O -3.7994 4.5725 -3.2124
C -4.2851 5.4869 -2.2100
H 2.1316 1.6513 -3.4652
H 0.8007 0.9043 -2.5263
H 1.3944 2.3575 -1.9440
H 1.0551 2.7653 -5.3933
H 1.3012 4.0349 -4.2889
H -0.2983 4.5585 -6.0844
H -0.7563 4.9976 -4.4011
H -1.8799 2.7975 -5.8504
H -3.8811 3.8454 -5.8726
H -2.7457 5.1166 -6.3149
H -4.4616 5.9090 -4.7196
H -2.8196 6.1556 -4.2498
H -3.4050 6.0582 -1.9148
H -4.6445 5.0380 -1.2841
H -5.1718 6.0741 -2.4486
C -5.4325 1.6872 -2.8917
O -4.5894 2.2359 -1.9159
C -4.9037 1.7520 -0.5807
C -4.5721 2.8513 0.5077
N -3.1628 3.2921 0.5162
C -2.8324 4.0724 1.7695
C -3.6372 5.4190 1.8710
O -3.2125 6.2282 0.7316
C -3.8624 7.4987 0.6284
H -5.0800 2.1123 -3.8314
H -6.4581 1.9320 -2.6156
H -5.3704 0.6009 -2.9569
H -4.3621 0.8240 -0.3977
H -5.9498 1.4666 -0.4697
H -4.8122 2.4660 1.4986
H -5.2777 3.6701 0.3672
H -2.5696 2.4990 0.3183
H -1.7694 4.3072 1.8243
H -3.0632 3.4357 2.6236
H -3.5464 5.8716 2.8584
H -4.7222 5.3159 1.8577
H -4.8679 7.3758 0.2259
H -3.3961 8.1774 -0.0858
H -3.8790 8.0124 1.5896
C 5.7590 -8.5950 -2.8331
O 4.6154 -7.9276 -3.2986
C 3.3866 -8.6110 -3.0607
C 2.1103 -7.8707 -3.4831
N 1.7112 -6.8801 -2.3775
C 0.3894 -6.2553 -2.6440
C 0.0470 -5.1732 -1.5722
O -0.2134 -5.6059 -0.2558
C -0.2390 -4.5956 0.7059
H 5.6700 -8.5831 -1.7468
H 6.7115 -8.1227 -3.0737
H 5.8403 -9.6231 -3.1859
H 3.2779 -8.9272 -2.0233
H 3.2346 -9.5094 -3.6590
H 1.3218 -8.6180 -3.5717
H 2.2234 -7.3703 -4.4448
H 1.7453 -7.3181 -1.4681
H -0.3624 -7.0409 -2.7206
H 0.3937 -5.8605 -3.6599
H -0.8396 -4.6224 -1.8865
H 0.8375 -4.4350 -1.7073
H 0.6687 -3.9924 0.7240
H -0.4212 -5.0026 1.7005
H -1.0357 -3.8691 0.5463
C 5.7850 -2.9992 5.2035
C 5.1649 -1.9034 6.0429
C 3.8090 -1.4798 5.4906
O 3.8808 -1.0861 4.1263
C 2.5710 -0.8194 3.5578
N 5.0555 -2.4012 7.4051
H 6.7580 -3.3377 5.5594
H 5.9371 -2.6476 4.1830
H 5.2076 -3.9220 5.1463
H 5.7926 -1.0130 6.0071
H 3.3391 -0.6969 6.0860
H 3.0367 -2.2488 5.5034
H 2.7294 -0.2615 2.6349
H 1.9738 -0.3320 4.3285
H 2.0503 -1.7590 3.3727
H 4.5894 -3.2953 7.4640
H 6.0037 -2.6243 7.6720
C -0.3750 6.7069 -2.0723
C 0.0834 5.4062 -1.3372
C 0.5709 5.7221 0.0637
O 1.6215 6.6497 0.0115
C 2.0802 6.9503 1.3350
N -1.0368 4.5406 -1.2420
H -1.3277 7.0516 -1.6702
H -0.3872 6.5526 -3.1512
H 0.2614 7.5917 -2.0534
H 0.8531 5.0287 -2.0104
H 0.8276 4.8372 0.6460
H -0.3007 6.2517 0.4484
H 1.3428 7.5141 1.9064
H 3.0276 7.4868 1.2833
H 2.3924 6.0479 1.8606
H -0.7992 3.7055 -0.7259
H -1.7136 4.9776 -0.6328
*
```

These are the Mulliken partial charges, in e, on atoms 1 to 4: 1.48, -0.39, 0.29, -1.22


No. 2
Formula: C4H9NO
Source: the OMol25 dataset
Level of theory: ωB97M-V with the def2-TZVPD basis set

Values from the calculation:
SMILES ... C=CN.CC=O
Gap between HOMO and LUMO ... 0.346 Ha
HOMO level ... -0.307 Eh
Energy relative to the best compared isomer or geometry (same formula, charge and spin) ... 219.1 kJ/mol

```
! wB97M-V def2-TZVPD RIJCOSX def2/J DEFGRID3
* xyz 0 1
C 1.6799 -1.0213 -0.6429
C 1.9864 -0.2226 0.3964
N 1.3318 0.9704 0.6552
H 0.9034 -0.7080 -1.3179
H 1.9894 -2.0518 -0.5241
H 2.7551 -0.4782 1.1156
H 0.3364 1.0640 0.5500
H 1.8109 1.8082 0.9095
C -1.5233 -1.0137 0.3698
C -1.7721 0.1101 -0.5985
O -1.6685 1.2701 -0.3124
H -0.7688 -1.6811 -0.0450
H -2.3527 -1.6761 0.6216
H -1.1121 -0.7101 1.3321
H -1.9684 -0.1579 -1.6504
*
```

These are the natural (NBO) partial charges, in e, on atoms 1 to 4: -0.52, 0.02, -0.86, 0.19


No. 3
Formula: C11H22Cl10O6
Source: the OMol25 dataset
Level of theory: ωB97M-V with the def2-TZVPD basis set

Values from the calculation:
SMILES ... COC(=O)OC.COC(=O)OC.ClCCl.ClCCl.ClCCl.ClCCl.ClCCl
Gap between HOMO and LUMO ... 0.404 Ha
HOMO level ... -0.397 Eh
Energy relative to the best compared isomer or geometry (same formula, charge and spin) ... 200.5 kJ/mol

```
! wB97M-V def2-TZVPD RIJCOSX def2/J DEFGRID3
* xyz 0 1
C -34.8025 29.4153 12.8912
O -35.6052 28.2260 12.7550
C -36.9218 28.2898 13.2323
O -37.3726 29.1254 13.9815
O -37.4796 27.0932 12.9700
C -38.8320 26.7956 13.3864
H -35.0238 29.9914 11.9927
H -33.7328 29.2056 12.8860
H -35.0912 30.0271 13.7459
H -39.0196 27.0974 14.4169
H -38.9402 25.7166 13.2770
H -39.6272 27.2345 12.7838
C -39.9364 29.3073 8.5334
O -38.9544 28.8319 7.6858
C -38.9910 27.6410 7.0543
O -38.1029 27.3030 6.3161
O -40.0043 26.8099 7.4582
C -39.9791 25.3411 7.2738
H -40.1028 28.6102 9.3547
H -40.8274 29.5603 7.9587
H -39.5768 30.2923 8.8307
H -40.9327 24.8554 7.4811
H -39.3752 24.9632 8.0988
H -39.5340 24.9611 6.3542
Cl -30.1199 30.2937 6.0088
C -31.7666 30.1781 5.3448
Cl -31.7105 30.5232 3.5780
H -32.0552 29.1868 5.6942
H -32.4222 30.8817 5.8579
Cl -24.1113 26.6599 2.8378
C -24.1457 27.0924 4.6250
Cl -22.4284 27.2256 5.2688
H -24.6623 28.0512 4.6700
H -24.6895 26.3380 5.1934
Cl -34.8806 33.8698 -4.2588
C -34.8797 32.3736 -3.3942
Cl -34.5321 31.0202 -4.4405
H -34.2539 32.4655 -2.5065
H -35.8881 32.2392 -3.0028
Cl -33.7116 36.2510 3.1508
C -33.7220 36.3984 4.9783
Cl -34.9785 35.5202 5.8219
H -32.7522 36.1287 5.3964
H -33.7971 37.4607 5.2106
Cl -32.4121 23.9510 8.9448
C -32.1471 23.2349 7.3798
Cl -31.9969 21.5070 7.7093
H -32.9964 23.5065 6.7530
H -31.1885 23.5674 6.9814
*
```

These are the natural (NBO) partial charges, in e, on atoms 1 to 4: -0.26, -0.51, 0.99, -0.63


No. 4
Formula: C5H6BrN
Source: the OMol25 dataset
Level of theory: ωB97M-V with the def2-TZVPD basis set

Values from the calculation:
Gap between HOMO and LUMO (spin up / spin down) ... 0.317 / 0.298 Ha
HOMO level (spin up / spin down) ... -0.293 / -0.368 Eh
Energy relative to the best compared isomer or geometry (same formula, charge and spin) ... 69.5 kJ/mol

```
! wB97M-V def2-TZVPD RIJCOSX def2/J DEFGRID3
* xyz 0 3
C 2.2392 -1.6052 -0.1631
C -0.5889 1.4112 0.8152
C -0.6548 1.4216 -0.7187
C -1.2591 0.3023 0.1151
C 0.8354 -1.6135 -0.1642
N 3.3563 -1.5668 0.1398
Br -2.7909 -0.6546 0.2062
H 0.4022 1.0832 1.3373
H -1.1076 2.0494 1.5322
H -1.3748 2.1397 -1.2258
H 0.2629 1.0593 -1.3635
H 0.3482 -2.1893 0.5906
H 0.3319 -1.8375 -1.1012
*
```

These are the natural (NBO) partial charges, in e, on atoms 1 to 4: 0.17, -0.48, -0.47, -0.12